90
Properties=species:S:1:pos:R:3 method="wB97M-V/def2-TZVPD" e_homo_ev=-3.2 spin_multiplicity=1 orbital_gap_ev=5.57 charge=-1
C 4.619 -0.770 2.209
C 4.476 -0.126 0.825
C 3.922 -1.148 -0.170
C 3.652 1.169 0.881
C 3.784 1.980 -0.407
C 2.174 0.970 1.343
O 1.215 1.336 0.397
Ga 0.270 -0.071 -0.423
P -2.055 0.001 0.076
N -2.176 0.894 1.555
O -2.423 -1.577 0.556
C 0.552 0.082 -2.462
F 0.077 -0.982 -3.186
F -0.113 1.170 -2.969
F 1.845 0.236 -2.883
H 5.132 -0.058 2.858
H 5.190 -1.692 2.110
H 3.656 -0.978 2.669
H 5.496 0.098 0.498
H 4.703 -1.897 -0.341
H 3.700 -0.712 -1.141
H 3.070 -1.694 0.223
H 4.136 1.756 1.670
H 3.780 3.039 -0.146
H 2.993 1.793 -1.125
H 4.745 1.809 -0.897
H 2.023 1.620 2.219
H 2.034 -0.047 1.723
H 0.800 -1.451 0.188
H -3.086 1.327 1.563
H -1.449 1.602 1.593
H -2.679 -2.084 -0.215
O -0.899 4.036 1.851
P -0.614 5.496 2.064
N -2.238 6.101 2.064
C -2.930 6.956 1.134
C -3.084 5.636 3.147
N 0.344 5.768 0.670
C 0.168 6.792 -0.344
C 0.924 4.558 0.062
N 0.066 6.898 2.893
C 0.396 6.657 4.298
C -0.366 8.257 2.709
H -3.267 7.885 1.621
H -3.819 6.462 0.720
H -2.315 7.252 0.290
H -2.994 6.274 4.040
H -2.824 4.615 3.437
H -4.134 5.620 2.849
H -0.840 6.805 -0.772
H 0.845 6.619 -1.179
H 0.436 7.788 0.020
H 0.214 4.058 -0.605
H 1.237 3.841 0.811
H 1.815 4.815 -0.513
H -0.494 6.705 4.944
H 1.125 7.387 4.659
H 0.840 5.665 4.419
H -1.197 8.533 3.379
H -0.678 8.484 1.694
H 0.478 8.917 2.931
O -0.501 -5.168 -0.487
P -0.780 -6.201 -1.538
N -1.614 -5.238 -2.699
C -2.988 -5.259 -3.135
C -0.837 -4.176 -3.324
N -1.717 -7.273 -0.564
C -3.035 -7.813 -0.848
C -1.553 -7.104 0.883
N -0.363 -7.487 -2.668
C 1.041 -7.484 -3.084
C -1.200 -7.944 -3.745
H -3.060 -5.476 -4.212
H -3.478 -4.293 -2.963
H -3.587 -6.009 -2.626
H -0.301 -4.545 -4.212
H -0.098 -3.765 -2.634
H -1.466 -3.341 -3.633
H -3.773 -7.042 -1.087
H -3.426 -8.343 0.021
H -3.011 -8.569 -1.637
H -2.186 -6.302 1.281
H -0.523 -6.879 1.140
H -1.810 -8.035 1.393
H 1.237 -6.732 -3.863
H 1.337 -8.464 -3.466
H 1.689 -7.254 -2.234
H -1.047 -7.370 -4.673
H -2.261 -7.917 -3.517
H -0.951 -8.989 -3.951